A structure of composition C36H71N11NbO7SSi at a distorted geometry. Source: the Open Molecules 2025 dataset; level of theory: the ωB97M-V functional and the def2-TZVPD basis.

HOMO   -4.26 eV
Frontier orbital gap   5.580 eV
Total charge   -1

Geometry as XYZ:
```
128
C36H71N11NbO7SSi the ωB97M-V functional and the def2-TZVPD basis
C 3.03 -5.63 0.59
C 1.97 -4.62 0.13
S 0.67 -5.47 -0.75
C -0.24 -4.10 -1.55
Nb -1.40 -2.57 -0.30
C 0.17 -0.96 -0.75
C -0.30 0.22 -1.63
C -0.91 1.44 -0.94
C -0.12 2.16 0.14
C 1.08 2.96 -0.41
C 2.16 3.19 0.65
C 3.12 1.98 0.80
C 2.98 1.28 2.15
Si 4.18 -0.15 2.38
C 5.93 0.46 2.71
C 4.16 -1.18 0.82
C 3.59 -1.10 3.91
C 2.23 -1.42 4.01
C 1.72 -2.12 5.11
C 2.59 -2.48 6.14
C 3.94 -2.16 6.07
C 4.43 -1.48 4.96
C -2.28 -1.04 1.16
C -2.87 -1.53 2.45
C -2.19 -2.43 3.27
C -2.72 -2.90 4.48
C -3.98 -2.48 4.88
C -4.67 -1.58 4.09
C -4.15 -1.10 2.88
C -4.98 -0.13 2.09
N -2.99 -3.92 0.17
C -4.34 -3.37 0.15
C -4.89 -2.66 -1.04
O -5.03 -3.53 1.13
C -3.03 -5.14 -0.55
C -2.48 -6.32 0.19
O -3.52 -5.28 -1.65
H 2.90 -6.60 0.11
H 2.93 -5.81 1.66
H 4.03 -5.25 0.43
H 1.58 -4.09 0.99
H 2.44 -3.88 -0.52
H -0.88 -4.55 -2.30
H 0.52 -3.54 -2.10
H -0.27 -3.02 1.08
H -2.22 -1.85 -1.79
H 0.52 -0.61 0.23
H 1.04 -1.39 -1.25
H -1.06 -0.12 -2.33
H 0.53 0.59 -2.25
H -1.91 1.22 -0.57
H -1.05 2.19 -1.73
H 0.18 1.52 0.97
H -0.80 2.90 0.58
H 1.48 2.46 -1.29
H 0.70 3.94 -0.68
H 1.70 3.39 1.61
H 2.76 4.05 0.37
H 2.93 1.28 -0.01
H 4.15 2.32 0.69
H 3.18 1.97 2.98
H 1.97 0.89 2.29
H 5.90 1.26 3.45
H 6.52 -0.37 3.10
H 6.41 0.80 1.80
H 4.51 -0.57 -0.01
H 4.77 -2.08 0.87
H 3.12 -1.46 0.60
H 1.55 -1.16 3.21
H 0.68 -2.37 5.16
H 2.20 -3.02 6.99
H 4.60 -2.43 6.88
H 5.49 -1.25 4.90
H -2.99 -0.47 0.57
H -1.47 -0.36 1.42
H -1.22 -2.79 2.96
H -2.15 -3.61 5.07
H -4.42 -2.85 5.80
H -5.66 -1.26 4.39
H -5.99 -0.07 2.48
H -5.01 -0.39 1.03
H -4.54 0.87 2.14
H -5.98 -2.69 -0.97
H -4.52 -3.05 -1.98
H -4.60 -1.61 -0.96
H -1.82 -6.01 1.00
H -3.32 -6.87 0.62
H -1.94 -6.97 -0.49
C 2.58 7.15 1.39
O 1.84 6.23 1.65
N 2.21 8.20 0.58
N 3.86 7.22 1.88
H 2.81 8.97 0.36
H 1.28 8.18 0.21
H 4.16 6.47 2.47
H 4.49 7.97 1.68
C 1.04 2.29 -4.78
O 2.13 1.87 -4.40
N 0.53 3.49 -4.41
N 0.25 1.55 -5.62
H -0.37 3.84 -4.72
H 1.07 4.04 -3.77
H 0.59 0.65 -5.90
H -0.64 1.86 -5.95
C -8.30 -4.67 -0.45
O -8.35 -3.47 -0.26
N -7.20 -5.44 -0.21
N -9.39 -5.36 -0.93
H -7.19 -6.42 -0.38
H -6.37 -4.99 0.15
H -10.22 -4.83 -1.12
H -9.39 -6.35 -1.10
C -1.53 6.50 -4.68
O -1.65 5.31 -4.44
N -1.38 7.43 -3.69
N -1.52 6.99 -5.96
H -1.28 8.41 -3.86
H -1.38 7.09 -2.75
H -1.63 6.33 -6.70
H -1.42 7.96 -6.18
C 5.29 3.81 -5.79
O 5.39 2.97 -6.66
N 4.29 3.80 -4.86
N 6.19 4.85 -5.67
H 4.22 4.51 -4.15
H 3.59 3.06 -4.88
H 6.94 4.88 -6.33
H 6.13 5.55 -4.96
```